This record from OMol25 describes a structure of composition C5H6O2. The level of theory is ωB97M-V/def2-TZVPD.

Each line ends with the Mulliken charge.
CARTESIAN COORDINATES (ANGSTROEM)
1 C -1.59000 -0.25338 0.09473  -0.9977
2 C 1.03425 0.23213 -0.67594  -0.2649
3 C 0.04829 -0.91585 -0.46046  -0.1862
4 O 2.97620 -0.52826 0.74155  -0.5489
5 C 1.85102 -0.48887 0.35357  0.3834
6 H 1.39500 0.56676 -1.64280  0.4061
7 H -2.14650 -0.36508 -0.83388  0.3056
8 H -1.71958 -1.14372 0.71468  0.3453
9 H -0.00025 1.13209 1.03981  0.3732
10 O 0.79019 -1.29783 0.71642  -0.2647
11 H -0.61334 1.63928 -0.61359  0.4130
12 H -2.05258 0.55921 0.67455  0.4196
13 C -0.11636 0.88472 -0.01099  -0.3838

Lowest unoccupied orbital energy (eV): 0.7
Energy relative to the best compared isomer or geometry (same formula, charge and spin) (kcal/mol): 120.1
Total energy (Ha): -344.410544
Spin multiplicity: 1
HOMO-LUMO gap (eV): 9.421